A molecular structure, C4H11NO. Source: OMol25; level of theory: ωB97M-V with the def2-TZVPD basis set.

ORCA input file:
```
! wB97M-V def2-TZVPD RIJCOSX def2/J DEFGRID3
* xyz 0 1
C -0.919 -0.105 -0.245
C -1.020 0.349 1.201
N -1.440 0.805 -1.241
H -2.417 1.028 -1.089
H -0.898 1.665 -1.219
H -1.362 -1.099 -0.373
H 0.093 -0.522 -1.200
H -2.059 0.599 1.432
H -0.420 1.248 1.353
H -0.697 -0.422 1.902
C 1.781 -0.902 0.400
C 1.083 0.072 -0.523
O 1.336 1.269 -0.620
H 1.047 -0.597 -1.662
H 1.730 -0.519 1.418
H 2.830 -0.973 0.114
H 1.332 -1.895 0.352
*
```

Strongest force on any atom   1.5 eV/A
Relative energy (zero: lowest compared OMol25 entry of this formula, charge and spin)   106.1 kcal/mol